Entry 1:
Entry from the Open Molecules 2025 dataset: an isolated molecule of C4H6N2O at a distorted geometry (wB97M-V/def2-TZVPD).

Its lowest unoccupied orbital energy is 0.038 eV. As for the HOMO-LUMO gap: 8.833 eV. The energy above the lowest of the compared OMol25 structures with the same formula, charge and spin is 532.16 kJ/mol. The HOMO energy is -8.80 eV. Its SMILES is C=CN(C=O)N=C.

```
! RIJCOSX wB97M-V def2-TZVPD def2/J DEFGRID3
* xyz 0 1
C -2.686 0.179 0.039
C -1.472 -0.500 -0.016
C 0.784 -1.279 -0.178
C 1.369 1.642 -0.005
H -3.557 -0.549 0.328
H -2.626 1.102 0.120
H -1.624 -1.527 0.321
H 0.219 -2.277 -0.256
H 2.269 1.176 0.554
H 1.406 2.707 0.268
N -0.085 -0.143 0.018
N 0.071 1.243 -0.206
O 2.005 -1.074 0.118
*
```

Entry 2:
Entry from the Open Molecules 2025 dataset: an isolated molecule of C4H6N2O (wB97M-V/def2-TZVPD).

Its lowest unoccupied orbital energy is 0.946 eV. As for the HOMO-LUMO gap: 9.611 eV. The energy above the lowest of the compared OMol25 structures with the same formula, charge and spin is 355.98 kJ/mol. The HOMO energy is -8.67 eV. Its SMILES is CNC(=O)N1C=C1.

```
! RIJCOSX wB97M-V def2-TZVPD def2/J DEFGRID3
* xyz 0 1
O 0.779 1.553 1.330
C 0.553 0.701 0.489
N 1.272 -0.445 0.360
C 0.901 -1.561 -0.483
C -1.850 0.588 -0.083
C -1.502 1.815 -0.056
N -0.449 0.867 -0.525
H 1.973 -0.575 1.074
H 1.780 -2.184 -0.666
H 0.532 -1.182 -1.438
H -2.503 -0.266 -0.030
H 0.121 -2.188 -0.029
H -1.606 2.877 0.059
*
```

Entry 3:
Entry from the Open Molecules 2025 dataset: a structure of composition C4H6N2O at a distorted geometry (wB97M-V/def2-TZVPD).

Its lowest unoccupied orbital energy is 0.383 eV. As for the HOMO-LUMO gap: 9.771 eV. The energy above the lowest of the compared OMol25 structures with the same formula, charge and spin is 394.19 kJ/mol. The HOMO energy is -9.39 eV.

```
! RIJCOSX wB97M-V def2-TZVPD def2/J DEFGRID3
* xyz 0 1
C 0.269 1.933 -1.060
C -0.128 0.560 -0.580
O 0.388 0.447 0.757
C 0.163 -0.581 1.500
N -0.575 -1.588 0.941
C 0.038 -2.538 1.677
N 0.488 -3.511 2.111
H 1.357 2.037 -1.050
H -0.090 2.081 -2.079
H -0.159 2.706 -0.415
H 0.308 -0.232 -1.206
H -1.218 0.443 -0.560
H -0.841 -1.756 -0.035
*
```

Entry 4:
Entry from the Open Molecules 2025 dataset: an isolated molecule of C4H6N2O at a distorted geometry (wB97M-V/def2-TZVPD).

Its lowest unoccupied orbital energy is 0.562 eV. As for the HOMO-LUMO gap: 11.541 eV. The energy above the lowest of the compared OMol25 structures with the same formula, charge and spin is 146.12 kJ/mol. The HOMO energy is -10.98 eV. Its SMILES is [H]/N=C(\C#N)OCC.

```
! RIJCOSX wB97M-V def2-TZVPD def2/J DEFGRID3
* xyz 0 1
C -2.151 0.252 -0.260
C -0.807 -0.396 -0.034
O 0.220 0.619 0.018
C 1.432 0.096 0.229
N 1.609 -1.120 0.536
C 2.507 1.063 0.000
N 3.424 1.736 -0.215
H -2.135 0.911 -1.132
H -2.882 -0.542 -0.445
H -2.478 0.823 0.614
H -0.538 -1.077 -0.849
H -0.778 -0.973 0.896
H 2.579 -1.392 0.641
*
```

Entry 5:
Entry from the Open Molecules 2025 dataset: an isolated molecule of C4H6N2O at a distorted geometry (wB97M-V/def2-TZVPD).

Its lowest unoccupied orbital energy (spin up / spin down) is 0.466 / 0.465 eV. As for the HOMO-LUMO gap (spin up / spin down): 8.205 / 8.206 eV. The energy above the lowest of the compared OMol25 structures with the same formula, charge and spin is 260.75 kJ/mol. The HOMO energy (spin up / spin down) is -7.74 / -7.74 eV. Its SMILES is Cc1ncc(O)[nH]1.

```
! RIJCOSX wB97M-V def2-TZVPD def2/J DEFGRID3
* xyz 0 1
C -1.907 -0.465 -0.808
C -0.522 -0.176 -0.366
N 0.364 0.424 -1.156
C 1.502 0.400 -0.450
C 1.336 -0.096 0.830
O 1.545 1.038 1.682
N 0.000 -0.535 0.826
H -2.104 0.157 -1.684
H -2.650 -0.250 -0.033
H -1.989 -1.515 -1.099
H 2.416 0.886 -0.771
H 2.456 1.316 1.566
H -0.449 -1.183 1.463
*
```

Entry 6:
Entry from the Open Molecules 2025 dataset: an isolated molecule of C4H6N2O at a distorted geometry (wB97M-V/def2-TZVPD).

Its lowest unoccupied orbital energy is 0.886 eV. As for the HOMO-LUMO gap: 9.497 eV. The energy above the lowest of the compared OMol25 structures with the same formula, charge and spin is 474.26 kJ/mol. The HOMO energy is -8.61 eV. Its SMILES is [H]/N=c1/ccon1C.

```
! RIJCOSX wB97M-V def2-TZVPD def2/J DEFGRID3
* xyz 0 1
C -0.776 1.419 0.160
C 1.809 -0.345 0.163
C 0.948 -1.336 -0.011
C -0.365 -0.828 -0.315
H -0.861 1.017 1.251
H -0.499 2.505 0.015
H -1.937 1.344 -0.129
H 2.827 -0.261 0.195
H 1.244 -2.478 0.007
H -2.193 -0.840 -0.328
N 0.000 0.431 -0.584
N -1.498 -1.362 -0.063
O 1.300 0.735 -0.362
*
```

Please write out number 1 again, unchanged.
Entry from the Open Molecules 2025 dataset: an isolated molecule of C4H6N2O at a distorted geometry (wB97M-V/def2-TZVPD).

Its lowest unoccupied orbital energy is 0.038 eV. As for the HOMO-LUMO gap: 8.833 eV. The energy above the lowest of the compared OMol25 structures with the same formula, charge and spin is 532.16 kJ/mol. The HOMO energy is -8.80 eV. Its SMILES is C=CN(C=O)N=C.

```
! RIJCOSX wB97M-V def2-TZVPD def2/J DEFGRID3
* xyz 0 1
C -2.686 0.179 0.039
C -1.472 -0.500 -0.016
C 0.784 -1.279 -0.178
C 1.369 1.642 -0.005
H -3.557 -0.549 0.328
H -2.626 1.102 0.120
H -1.624 -1.527 0.321
H 0.219 -2.277 -0.256
H 2.269 1.176 0.554
H 1.406 2.707 0.268
N -0.085 -0.143 0.018
N 0.071 1.243 -0.206
O 2.005 -1.074 0.118
*
```